# 1
{
  "formula": "C6H10OSi",
  "method": "ωB97M-V with the def2-TZVPD basis set",
  "symbols": ["C", "C", "C", "C", "C", "C", "O", "Si", "H", "H", "H", "H", "H", "H", "H", "H", "H", "H"],
  "xyz": [[0.89410, 2.26461, 1.72437], [0.94819, 1.90713, 0.36541], [0.84952, 1.06183, 2.41845], [0.73691, 0.47481, 0.33836], [-2.78711, 0.18025, -1.50689], [0.59317, -2.71153, -0.67437], [0.75874, -0.02266, 1.58418], [0.62000, -0.80303, -1.01022], [0.85643, 3.30014, 2.14788], [1.03430, 2.45802, -0.53017], [0.83980, 0.96204, 3.42208], [-3.12461, -0.60659, -0.99810], [-2.69499, 1.06803, -0.97460], [-3.07921, 0.31732, -2.60601], [-0.45573, -3.13651, -0.69329], [1.19189, -3.17525, -1.48015], [0.95683, -2.92342, 0.31550], [1.86176, -0.61521, -1.84245]],
  "nbo_charge": [-0.31, -0.29, 0.08, -0.16, -0.51, -1.09, -0.41, 1.01, 0.24, 0.23, 0.19, 0.15, 0.16, 0.17, 0.24, 0.25, 0.24, -0.19],
  "charge": 0,
  "spin_multiplicity": 1,
  "e_homo_ha": [-0.31039, -0.25927]
}

# 2
{
  "formula": "C6H10S2",
  "method": "ωB97M-V with the def2-TZVPD basis set",
  "symbols": ["C", "C", "C", "C", "C", "C", "S", "S", "H", "H", "H", "H", "H", "H", "H", "H", "H", "H"],
  "xyz": [[0.36918, 0.31294, 0.34905], [-0.66608, -0.54868, -0.03418], [1.79982, -0.16694, 0.39825], [0.26693, 1.71295, 0.87850], [-2.04531, 0.11446, -0.18720], [-0.60515, -1.78153, -0.85906], [2.34365, -1.55959, 1.14290], [2.90211, 0.97201, -0.48313], [1.16558, 2.07075, 1.31695], [-0.54009, 1.89256, 1.54075], [0.02969, 2.30948, 0.01658], [-2.69904, -0.16333, 0.57476], [-1.79316, 1.15460, -0.28845], [-2.45999, -0.49477, -1.02684], [-1.10612, -1.56499, -1.79200], [-1.27633, -2.56789, -0.42736], [0.44797, -1.96423, -0.98054], [3.86635, 0.27219, -0.13898]],
  "nbo_charge": [-0.06, 0.06, -0.50, -0.66, -0.65, -0.65, 0.30, 0.06, 0.24, 0.23, 0.22, 0.22, 0.22, 0.21, 0.21, 0.22, 0.23, 0.10],
  "charge": 0,
  "spin_multiplicity": 3,
  "s2": 2.015,
  "e_homo_ha": [-0.23485, -0.32101]
}

# 3
{
  "formula": "C6H10S3",
  "method": "ωB97M-V with the def2-TZVPD basis set",
  "symbols": ["C", "C", "C", "C", "C", "C", "S", "S", "S", "H", "H", "H", "H", "H", "H", "H", "H", "H", "H"],
  "xyz": [[2.86031, 0.48379, -1.55027], [-2.77823, -1.36956, -0.60685], [2.01780, 0.23040, -0.42616], [-2.10888, -0.14107, -0.19252], [2.09240, 0.74556, 0.92496], [-1.81149, 0.00939, 1.30080], [2.67160, -1.29394, -0.86848], [-3.86400, 0.04139, -0.69677], [-0.96723, 0.61269, -1.26650], [2.44155, 0.59656, -2.52440], [3.89605, 1.02709, -1.50560], [-2.60941, -1.87495, -1.57283], [-3.21464, -2.04968, 0.01883], [3.00511, 0.49211, 1.69386], [1.34689, 0.31676, 1.55263], [2.08766, 1.75056, 0.93393], [-1.06932, 0.86942, 1.28015], [-1.31706, -0.88026, 1.72671], [-2.67912, 0.43376, 1.77853]],
  "nbo_charge": [-0.45, -0.50, -0.10, -0.33, -0.68, -0.64, 0.18, 0.15, 0.10, 0.23, 0.22, 0.23, 0.22, 0.22, 0.23, 0.22, 0.23, 0.22, 0.24],
  "charge": 0,
  "spin_multiplicity": 1,
  "e_homo_ha": [-0.28584, -0.31831]
}

Number 1 is which compound? C6H10OSi